No. 1
Below is 2 unconnected molecules or ions with the total composition CH5N3OS, with properties calculated with the ωB97M-V functional and the def2-TZVPD basis.

Each line ends with the natural charge from an NBO analysis.
Atoms and positions in Å:
N1 -1.55 1.22 -0.03  -0.61
N2 -0.82 0.38 0.90  -0.50
S1 1.04 0.59 1.21  -0.47
H1 -1.48 2.10 0.39  0.36
H2 -1.02 1.16 -0.87  0.38
H3 -0.90 -0.59 0.80  0.41
H4 -1.01 0.53 1.89  0.43
N3 2.07 -1.69 -1.11  -0.73
C1 1.00 -1.29 -1.27  0.89
O1 -0.10 -0.96 -1.41  -0.59
H5 2.78 -1.46 -0.51  0.43

For the highest occupied orbital energy, the calculation gives -8.29 eV. The SMILES is N[NH2+][S-].N=C=O. For the strongest force on any atom, the calculation gives 0.068 Eh/bohr. Its spin multiplicity is 1. The total charge is 0. The value obtained for the orbital gap is 8.800 eV. The energy relative to the best compared isomer or geometry (same formula, charge and spin) comes out at 36.4 kcal/mol.

***

No. 2
Below is 3 unconnected molecules or ions with the total composition CH5N3S, with properties calculated with the ωB97M-V functional and the def2-TZVPD basis.

Each line ends with the natural charge from an NBO analysis.
Atoms and positions in Å:
C1 -0.44 0.67 0.16  0.25
H1 0.66 -0.49 1.68  0.36
H2 2.62 -0.63 0.26  0.31
H3 0.33 -0.89 -1.20  0.37
H4 -1.08 -0.40 -1.32  0.40
H5 -2.27 0.92 -0.45  0.41
N1 1.31 -1.18 0.53  -0.65
N2 0.47 -0.30 -0.41  -0.55
N3 -1.37 0.59 -0.68  -0.75
S1 -0.24 1.71 1.43  -0.16

For the highest occupied orbital energy, the calculation gives -8.91 eV. For the strongest force on any atom, the calculation gives 0.144 Eh/bohr. Its spin multiplicity is 1. The total charge is 0. The value obtained for the orbital gap is 9.348 eV. The energy relative to the best compared isomer or geometry (same formula, charge and spin) comes out at 147.4 kcal/mol.

***

No. 3
Below is 2 unconnected molecules or ions with the total composition CH5N3S, with properties calculated with the ωB97M-V functional and the def2-TZVPD basis.

Each line ends with the natural charge from an NBO analysis.
Atoms and positions in Å:
C1 -0.48 1.87 -1.71  -0.80
N1 0.30 -1.25 1.18  0.01
N2 -0.70 -0.80 0.77  -0.10
N3 0.81 -1.92 2.14  -0.64
S1 0.61 0.45 -1.82  0.09
H1 -0.60 2.33 -2.66  0.24
H2 -0.08 2.55 -1.05  0.21
H3 -1.55 1.59 -1.63  0.24
H4 0.46 -2.09 3.10  0.37
H5 1.24 -2.73 1.68  0.39

For the highest occupied orbital energy (spin up / spin down), the calculation gives -8.80 / -7.62 eV. For the strongest force on any atom, the calculation gives 0.091 Eh/bohr. Its spin multiplicity is 1. The total charge is 0. The value obtained for the orbital gap (spin up / spin down) is 9.027 / 6.441 eV. The energy relative to the best compared isomer or geometry (same formula, charge and spin) comes out at 105.6 kcal/mol.

***

No. 4
Below is a molecular structure, CH5N3S, with properties calculated with the ωB97M-V functional and the def2-TZVPD basis.

Each line ends with the natural charge from an NBO analysis.
Atoms and positions in Å:
C1 0.16 -1.00 0.02  0.22
H1 1.94 -0.83 -1.76  0.29
H2 2.66 0.19 -0.94  0.34
H3 0.71 -2.17 0.53  0.22
H4 -1.86 -1.32 0.42  0.41
H5 0.21 0.73 1.29  0.17
N1 2.17 -0.54 -0.60  -0.62
N2 0.93 0.05 -0.40  -0.40
N3 -1.11 -0.64 0.02  -0.74
S1 -1.16 1.08 0.45  0.12

For the highest occupied orbital energy, the calculation gives -8.11 eV. For the strongest force on any atom, the calculation gives 0.120 Eh/bohr. Its spin multiplicity is 1. The total charge is 0. The value obtained for the orbital gap is 8.727 eV. The energy relative to the best compared isomer or geometry (same formula, charge and spin) comes out at 135.4 kcal/mol.

***

No. 5
Below is CH5N3S in the gas phase, with properties calculated with the ωB97M-V functional and the def2-TZVPD basis.

Each line ends with the natural charge from an NBO analysis.
Atoms and positions in Å:
H1 0.97 2.16 0.12  0.36
N1 0.13 1.48 0.04  -0.81
C1 0.30 0.16 -0.01  0.51
N2 1.25 -0.72 -0.10  -0.81
N3 -0.80 -0.60 0.00  -0.74
S1 -2.51 -0.08 0.06  0.11
H2 2.43 -0.38 0.12  0.38
H3 1.35 -1.63 0.75  0.41
H4 -0.93 -1.58 -0.49  0.42
H5 -2.19 1.20 -0.48  0.17

For the highest occupied orbital energy, the calculation gives -8.42 eV. The SMILES is [H]/N=C(\N)NS. For the strongest force on any atom, the calculation gives 0.255 Eh/bohr. Its spin multiplicity is 1. The total charge is 0. The value obtained for the orbital gap is 8.744 eV. The energy relative to the best compared isomer or geometry (same formula, charge and spin) comes out at 73.4 kcal/mol.

***

No. 6
Below is a gas-phase ion, CH5N4O4S (charge +1), with properties calculated with the ωB97M-V functional and the def2-TZVPD basis.

Each line ends with the natural charge from an NBO analysis.
Atoms and positions in Å:
N1 -1.16 1.18 0.15  -0.84
C1 0.14 0.77 0.48  0.39
N2 0.39 -0.59 0.67  0.02
N3 -0.52 -1.40 0.51  -0.33
N4 1.04 1.68 0.38  -0.01
O1 2.35 1.40 0.38  -0.50
S1 2.80 -0.17 0.08  2.53
O2 1.74 -0.65 -0.78  -0.86
O3 3.11 -0.94 1.22  -0.79
O4 3.92 0.34 -0.88  -0.83
H1 -1.17 1.99 -0.44  0.42
H2 -1.70 1.38 0.99  0.41
H3 -1.41 -1.16 0.05  0.42
H4 -0.39 -2.33 0.94  0.43
H5 3.58 0.95 -1.58  0.55

For the highest occupied orbital energy, the calculation gives -14.97 eV. The SMILES is N/C(N=[NH2+])=N/OS(=O)(=O)O. For the strongest force on any atom, the calculation gives 0.045 Eh/bohr. Its spin multiplicity is 1. The total charge is +1. The value obtained for the orbital gap is 8.655 eV.

***

No. 7
Below is 2 unconnected molecules or ions with the total composition CH5N4S, with properties calculated with the ωB97M-V functional and the def2-TZVPD basis.

Each line ends with the natural charge from an NBO analysis.
Atoms and positions in Å:
C1 -0.11 0.17 -0.82  -0.04
N1 -0.48 -1.14 -0.62  -0.24
N2 -1.47 -1.18 0.17  0.12
N3 -1.98 -0.10 0.62  -0.46
N4 1.64 0.18 0.18  -0.91
S1 -1.22 1.29 -0.04  0.59
H1 0.40 0.57 -1.66  0.25
H2 -2.68 -0.21 1.29  0.46
H3 1.62 0.57 1.04  0.40
H4 2.21 0.59 -0.62  0.42
H5 2.07 -0.73 0.47  0.42

For the highest occupied orbital energy, the calculation gives -14.48 eV. For the strongest force on any atom, the calculation gives 0.109 Eh/bohr. Its spin multiplicity is 1. The total charge is +1. The value obtained for the orbital gap is 9.591 eV. The energy relative to the best compared isomer or geometry (same formula, charge and spin) comes out at 20.1 kcal/mol.

***

No. 8
Below is a gas-phase ion, CH5N4S (charge +1), with properties calculated with the ωB97M-V functional and the def2-TZVPD basis.

Each line ends with the natural charge from an NBO analysis.
Atoms and positions in Å:
N1 -3.59 -0.02 -0.09  -0.32
N2 -2.56 0.58 0.02  -0.15
S1 -0.74 -0.52 0.10  0.43
C1 0.87 -0.36 0.14  0.09
N3 1.92 0.39 -0.04  -0.37
N4 3.26 0.07 -0.11  -0.61
H1 -3.65 -0.97 -0.66  0.35
H2 -4.42 0.27 0.33  0.39
H3 1.71 1.34 0.16  0.42
H4 3.31 -0.88 -0.51  0.38
H5 3.89 0.10 0.66  0.40

For the highest occupied orbital energy (spin up / spin down), the calculation gives -13.36 / -13.36 eV. The SMILES is N[N+]#S#CNN. For the strongest force on any atom, the calculation gives 0.098 Eh/bohr. Its spin multiplicity is 1. The total charge is +1. The value obtained for the orbital gap (spin up / spin down) is 7.961 / 7.961 eV. The energy relative to the best compared isomer or geometry (same formula, charge and spin) comes out at 77.3 kcal/mol.

***

No. 9
Below is a gas-phase ion, CH5N6 (charge +1), with properties calculated with the ωB97M-V functional and the def2-TZVPD basis.

Each line ends with the natural charge from an NBO analysis.
Atoms and positions in Å:
C1 0.36 0.06 0.05  0.46
N1 -0.66 0.82 0.05  -0.25
N2 -3.68 -0.68 0.30  0.09
N3 -1.93 0.79 -0.14  -0.18
N4 -2.77 -0.09 0.06  0.23
N5 0.50 -1.24 -0.33  -0.86
N6 1.60 0.86 0.22  -0.68
H1 1.05 -1.96 0.11  0.42
H2 -0.16 -1.63 -1.00  0.43
H3 2.32 0.40 -0.37  0.45
H4 2.00 0.89 1.14  0.45
H5 1.38 1.77 -0.10  0.47

For the highest occupied orbital energy, the calculation gives -13.19 eV. For the strongest force on any atom, the calculation gives 0.073 Eh/bohr. Its spin multiplicity is 1. The total charge is +1. The value obtained for the orbital gap is 9.245 eV. The energy relative to the best compared isomer or geometry (same formula, charge and spin) comes out at 5.9 kcal/mol.

***

No. 10
Below is 2 unconnected molecules or ions with the total composition CH5NO, with properties calculated with the ωB97M-V functional and the def2-TZVPD basis.

Each line ends with the natural charge from an NBO analysis.
Atoms and positions in Å:
C1 -1.51 -0.41 -0.48  -0.05
N1 -1.25 -0.53 0.81  -0.61
H1 -1.81 -1.23 -1.25  0.18
H2 -1.34 0.56 -0.90  0.14
H3 -1.24 0.42 1.34  0.34
O1 2.50 0.11 0.27  -0.93
H4 2.78 0.50 -0.49  0.46
H5 1.87 0.58 0.70  0.46

For the highest occupied orbital energy, the calculation gives -10.00 eV. The SMILES is C=N.O. For the strongest force on any atom, the calculation gives 0.091 Eh/bohr. Its spin multiplicity is 1. The total charge is 0. The value obtained for the orbital gap is 10.831 eV. The energy relative to the best compared isomer or geometry (same formula, charge and spin) comes out at 34.3 kcal/mol.